[1]
DFT (ωB97M-V/def2-TZVPD) results for 15 unconnected molecules or ions with the total composition H29O15 in a non-equilibrium geometry.

Computed properties:
HOMO-LUMO gap, eV: 8.80
Relative energy (zero: lowest compared OMol25 entry of this formula, charge and spin), eV: 3.5123
Largest force on an atom, hartree/bohr: 0.202
Total charge: -1

Structure (XYZ):
```
44
Properties=species:S:1:pos:R:3:forces:R:3
O -2.2013 0.7383 2.5821 -1.0695 0.6430 -1.9567
H -2.3825 1.1808 1.6431 -0.5700 -1.1677 2.7850
H -4.0217 1.5380 0.2496 -0.9709 -0.7981 -0.1983
O -0.3505 2.3972 -3.7137 0.2050 0.2584 -0.4176
H -1.0303 1.7660 -3.4743 -0.1719 -0.2454 0.3544
H -0.8357 3.2029 -3.9171 0.0401 -0.0493 0.1106
O -3.6547 2.3591 0.5486 1.5833 -0.0209 -0.6062
H -2.8150 2.3082 -0.0114 -0.3984 0.6729 0.6224
H 0.8156 -0.5310 -0.0025 -5.9578 3.0263 -1.9134
O 3.1904 1.1599 -0.5003 -1.0268 -1.9764 3.9092
H 3.0341 1.0995 -1.4100 -0.6242 -0.2084 -2.0303
H 2.5917 0.3671 -0.0084 1.6719 2.0513 -1.8724
O 0.2024 0.9489 2.9467 -2.1341 3.2226 -0.9592
H -0.7128 1.5579 2.7941 3.7689 -2.4769 0.6124
H -0.1785 0.3647 3.5836 -0.2474 -0.7440 0.6364
O -0.4986 -3.7448 -3.5148 1.4189 0.9497 3.1554
H -0.4133 -3.9049 -2.4976 -0.7919 -0.1171 -2.2607
H 0.0733 -2.9344 -3.4756 -0.7367 -0.7738 -0.7906
O 3.5177 2.1599 2.5542 1.1813 0.4774 -3.5688
H 3.2622 1.3098 2.9343 -0.0082 0.0038 -0.8450
H 3.7467 2.1027 1.4862 -1.2079 -0.5174 4.2922
O -1.1953 1.9687 -0.6331 -3.5963 -2.7710 -1.0341
H -0.9169 1.0078 -0.4462 -0.7534 -0.1171 -0.0695
H -3.0010 0.4191 3.0387 0.1503 0.6554 -0.9587
O 1.1841 3.2937 0.3024 0.7806 1.5283 -1.1302
H 1.0766 2.4118 0.6178 0.5340 -1.0912 0.5810
H 1.9985 3.3090 -0.2607 -1.1341 -0.4936 0.8809
O 3.9078 -1.8664 -2.8294 -0.3987 3.9799 -0.0299
H 3.7794 -0.9209 -2.4303 0.2503 -1.8190 -1.9516
O -2.6720 -0.7291 -1.8788 2.7385 -1.9221 1.2752
H -1.9065 -0.4870 -1.1486 -2.0134 -1.0021 -1.5400
H -2.4177 -1.7105 -2.0821 -0.6759 2.7025 0.5223
O -1.4033 -3.2817 3.2344 0.3945 -3.3895 1.1492
H -1.2127 -2.4439 2.9390 0.4307 3.3407 -1.2340
H -0.5142 -3.6862 3.3083 -0.8546 0.1274 -0.0231
O -0.7495 -0.4688 0.1240 -1.0218 0.3972 0.3747
H -1.0018 -0.2090 1.0304 0.1209 -0.2638 -0.5939
H -0.4341 2.3596 -0.3847 3.8418 3.1839 0.9551
O 1.5834 -0.9487 0.1500 5.8619 -3.6129 3.0676
H 1.2333 -1.3163 1.0148 1.2627 0.4149 -1.1598
H 3.9269 -2.2036 -1.9685 0.1160 -2.1634 2.0512
O -0.7563 -3.5118 -0.4716 -7.0071 -7.1630 -2.6561
H -0.2699 -2.9179 -0.1261 5.5633 7.2384 3.6786
H -1.5778 -3.5137 0.1038 1.4562 0.0298 -1.2139
```
Forces are in eV/Å.

These are the natural (NBO) partial charges, in e, on atoms 1 to 4: atom 1 (O): -1.030, atom 2 (H): 0.536, atom 3 (H): 0.462, atom 4 (O): -0.947


[2]
DFT (ωB97M-V/def2-TZVPD) results for H2I2NP in the gas phase in a non-equilibrium geometry.

Computed properties:
SMILES string: NP(I)I
HOMO-LUMO gap, eV: 8.64
Relative energy (zero: lowest compared OMol25 entry of this formula, charge and spin), eV: 0.5843
Largest force on an atom, hartree/bohr: 0.069
Total charge: 0

Structure (XYZ):
```
6
Properties=species:S:1:pos:R:3:forces:R:3
N 1.1557 0.0028 -0.0514 -1.8688 1.5319 1.1154
P -0.5360 0.1288 -0.9599 3.2427 -1.2424 0.6618
I -1.6389 2.0162 -0.0031 -0.0793 0.3538 0.5437
I -1.6354 -1.8628 -0.0673 -0.2471 -0.0599 0.1718
H 1.1502 0.6485 0.8215 -0.0437 -1.5352 -1.9527
H 1.5043 -0.9335 0.2602 -1.0038 0.9518 -0.5401
```
Forces are in eV/Å.

These are the natural (NBO) partial charges, in e, on atoms 1 to 4: atom 1 (N): -1.144, atom 2 (P): 0.580, atom 3 (I): -0.076, atom 4 (I): -0.136


[3]
DFT (ωB97M-V/def2-TZVPD) results for H2IN2P in the gas phase in a non-equilibrium geometry.

Computed properties:
SMILES string: N/N=P/I
HOMO-LUMO gap, eV: 7.91
Largest force on an atom, hartree/bohr: 0.073
Total charge: 0

Structure (XYZ):
```
6
Properties=species:S:1:pos:R:3:forces:R:3
N 0.0583 0.1250 -0.2764 -2.5938 -2.6892 -0.2724
N 0.7470 0.7572 0.6433 0.1087 0.1379 0.2743
P -1.3702 -0.8072 -0.1070 2.7761 2.4585 0.1840
I -1.6120 -1.5861 -2.3777 0.0056 -0.0338 -0.1953
H 0.4310 0.8615 1.6000 -0.1261 -0.3318 0.0616
H 1.7460 0.6497 0.5178 -0.1705 0.4584 -0.0524
```
Forces are in eV/Å.

These are the natural (NBO) partial charges, in e, on atoms 1 to 4: atom 1 (N): -0.532, atom 2 (N): -0.569, atom 3 (P): 0.501, atom 4 (I): -0.128


We obtain total energy values of -1145.94340 -992.71751 -749.71046 Eh for the records listed above, in that order.